A molecular structure, C6H12O, computed with the ωB97M-V functional and the def2-TZVPD basis.

Geometry as XYZ:
```
19
Properties=species:S:1:pos:R:3:forces:R:3
C 1.406 1.373 1.194 0.0875 -0.1196 0.0694
C 0.174 1.576 0.303 0.0115 0.0791 -0.1640
C -0.260 0.321 -0.412 0.0465 0.3606 -0.1237
C -1.003 -0.682 0.338 -1.0404 0.3910 0.3933
C -1.163 -2.060 -0.066 -0.0463 -1.1291 -0.2497
C -0.176 0.234 -1.839 0.1587 0.0766 -0.2207
O -0.620 -0.686 -2.531 0.1094 0.3019 0.2634
H 1.668 2.294 1.727 -0.0666 -0.1416 -0.1133
H 1.226 0.591 1.941 0.0274 0.1235 -0.1134
H 2.269 1.062 0.594 -0.1164 0.0593 0.0926
H -0.649 1.961 0.923 0.0664 -0.1515 -0.1115
H 0.387 2.361 -0.434 -0.0267 -0.1601 0.0854
H 1.243 -1.346 -0.278 0.0134 -0.5686 0.0799
H -2.071 -0.406 0.085 0.1853 0.2698 0.2242
H -0.928 -0.558 1.424 0.0901 0.0149 -0.1610
H -1.594 -2.774 0.636 0.1270 0.2646 -0.1261
H 0.896 -2.030 -0.158 0.4861 0.4310 -0.1106
H -1.153 -2.317 -1.119 -0.0031 0.0507 0.2194
H 0.348 1.087 -2.327 -0.1099 -0.1524 0.0663
```
Forces are in eV/Å.

As for the total energy: -310.88477 Ha. The HOMO-LUMO gap (alpha / beta) is 8.680 / 7.082 eV. The energy above the lowest of the compared OMol25 structures with the same formula, charge and spin is 4.7485 eV. The HOMO energy (alpha / beta) comes out at -8.34 / -7.95 eV. Its LUMO energy (alpha / beta) is 0.34 / -0.86 eV.

Which charges does Löwdin predict for the atoms? In e, they are:
1 C -0.10
2 C -0.23
3 C -0.26
4 C -0.31
5 C 0.00
6 C -0.28
7 O 0.00
8 H 0.07
9 H 0.07
10 H 0.07
11 H 0.12
12 H 0.11
13 H 0.10
14 H 0.18
15 H 0.13
16 H 0.07
17 H 0.09
18 H 0.05
19 H 0.12